{"formula": "CH3N5S2", "method": "ωB97M-V/def2-TZVPD", "symbols": ["C", "H", "H", "H", "N", "N", "N", "N", "N", "S", "S"], "positions_angstrom": [[0.219, 0.609, 0.285], [0.248, -0.682, -2.450], [-0.275, 1.918, 1.642], [0.768, -2.229, -1.057], [0.595, 1.445, -0.529], [-0.235, 0.994, 1.388], [-1.019, 0.201, 2.091], [-1.126, -0.897, 1.370], [-0.127, -0.821, 0.427], [1.393, 1.071, -2.054], [-0.443, -1.610, -1.113]], "forces_ev_per_a": [[0.195, -3.720, -3.314], [1.450, 2.592, 1.275], [0.212, 2.571, 0.629], [-0.589, -0.026, -0.313], [2.382, 0.659, -3.806], [-1.679, 1.794, 7.187], [-1.486, -3.561, -2.612], [0.457, 1.306, 2.927], [0.318, 1.042, -3.034], [-1.602, -1.573, -0.033], [0.342, -1.084, 1.092]], "lumo_energy_ev": -1.014, "multiplicity": 1, "orbital_gap_ev": 6.749, "fmax_ev_per_a": 7.60, "e_tot_ha": -1109.81552, "homo_energy_ev": -7.763, "e_above_lowest_kj_mol": 412.5}